[1]
{
  "formula": "C10H11ClOS",
  "method": "wB97M-V/def2-TZVPD",
  "symbols": ["C", "C", "C", "C", "C", "C", "C", "C", "C", "C", "O", "S", "Cl", "H", "H", "H", "H", "H", "H", "H", "H", "H", "H", "H"],
  "coordinates": [[3.743, 1.965, -0.070], [4.818, 1.049, -0.076], [2.471, 1.458, 0.005], [4.600, -0.234, -0.043], [2.250, 0.114, 0.069], [3.326, -0.711, -0.102], [-1.575, -1.078, 0.530], [-2.565, -0.458, -0.152], [-5.060, -0.074, -0.172], [-3.892, -1.137, -0.195], [0.037, 1.143, 1.150], [0.312, -0.312, 0.909], [2.999, -2.454, -0.108], [3.851, 3.078, -0.225], [5.877, 1.380, -0.281], [1.668, 2.094, -0.070], [5.466, -0.974, -0.312], [-1.776, -2.012, 0.915], [-2.498, 0.458, -0.724], [-6.072, -0.424, -0.450], [-4.715, 0.604, -0.894], [-5.194, 0.206, 0.889], [-3.982, -1.744, -1.144], [-4.089, -1.936, 0.550]],
  "lowdin_charge": [-0.05, -0.12, -0.13, -0.17, -0.26, -0.66, -0.16, -0.17, -0.09, -0.27, -0.58, 0.97, 0.63, 0.13, 0.13, 0.08, 0.15, 0.03, 0.11, 0.07, 0.04, 0.08, 0.12, 0.11],
  "de_lowest_kj_mol": 228.08,
  "e_homo_ev": [-8.51, -8.52],
  "orbital_gap_ev": [7.63, 7.63],
  "multiplicity": 1,
  "lumo_energy_ev": [-0.884, -0.885],
  "e_tot_ha": -1321.074028,
  "total_charge": 0
}

---

[2]
{
  "formula": "C10H11F2NS",
  "method": "wB97M-V/def2-TZVPD",
  "symbols": ["C", "C", "C", "C", "F", "F", "N", "C", "C", "C", "C", "C", "C", "S", "H", "H", "H", "H", "H", "H", "H", "H", "H", "H", "H"],
  "coordinates": [[2.367, 2.094, -1.226], [1.903, 1.554, 0.120], [0.462, 1.122, 0.153], [-0.619, 2.188, -0.302], [-0.344, 3.427, 0.273], [-1.882, 1.785, 0.060], [0.176, -0.161, -0.859], [-0.472, -1.216, -0.142], [-1.056, -2.266, -0.816], [-1.605, -3.195, 0.035], [-1.779, -3.063, 1.385], [-1.142, -1.936, 2.007], [-0.592, -1.004, 1.235], [0.136, 0.504, 1.805], [2.266, 1.220, -1.894], [3.534, 2.392, -1.312], [1.822, 3.037, -1.370], [2.054, 2.344, 0.877], [2.549, 0.548, 0.295], [-0.616, 2.307, -1.485], [-0.531, 0.245, -1.556], [-1.231, -2.274, -1.908], [-1.840, -4.175, -0.415], [-2.314, -3.810, 1.982], [-1.247, -1.667, 3.059]],
  "lowdin_charge": [-0.13, -0.31, -0.60, -0.35, 0.03, 0.03, 0.08, -0.30, -0.03, -0.13, -0.07, -0.10, -0.48, 1.05, 0.07, 0.12, 0.06, 0.11, 0.16, 0.19, 0.13, 0.13, 0.11, 0.11, 0.11],
  "de_lowest_kj_mol": 0.00,
  "e_homo_ev": -8.05,
  "orbital_gap_ev": 8.85,
  "multiplicity": 1,
  "lumo_energy_ev": 0.798,
  "e_tot_ha": -1040.273219,
  "total_charge": 0
}

---

[3]
{
  "formula": "C10H11F3N2",
  "method": "wB97M-V/def2-TZVPD",
  "symbols": ["C", "C", "C", "C", "C", "C", "C", "C", "C", "C", "N", "N", "F", "F", "F", "H", "H", "H", "H", "H", "H", "H", "H", "H", "H", "H"],
  "coordinates": [[0.053, 0.225, -1.503], [0.302, 0.944, 0.822], [1.187, -0.531, -1.417], [1.472, 0.163, 0.905], [-0.420, 1.009, -0.422], [1.989, -0.465, -0.261], [-1.847, 1.416, -0.383], [3.048, -1.529, -0.099], [-2.876, -0.605, 0.850], [-4.139, -0.851, 0.173], [-2.736, 1.856, -1.279], [-2.497, 2.665, -0.035], [-5.053, 0.119, 0.528], [-4.678, -2.053, 0.577], [-4.198, -0.999, -1.113], [-0.465, 0.145, -2.440], [-0.252, 1.369, 1.623], [1.418, -1.146, -2.259], [2.051, -0.016, 1.792], [2.851, -2.668, -0.122], [3.564, -1.302, -0.987], [3.588, -1.310, 0.850], [-2.953, -0.235, 1.817], [-1.901, -1.006, 0.569], [-2.541, 2.338, -2.117], [-3.167, 2.607, 0.720]],
  "lowdin_charge": [-0.04, -0.01, -0.05, -0.02, -0.17, -0.26, -0.28, -0.07, 0.13, -0.70, 0.08, 0.09, 0.08, 0.07, 0.16, 0.11, 0.10, 0.11, 0.10, 0.12, 0.05, 0.08, 0.05, 0.07, 0.10, 0.09],
  "de_lowest_kj_mol": 376.06,
  "e_homo_ev": [-7.65, -8.68],
  "orbital_gap_ev": [7.17, 8.14],
  "multiplicity": 1,
  "lumo_energy_ev": [-0.480, -0.537],
  "e_tot_ha": -796.551922,
  "total_charge": 0
}

---

[4]
{
  "formula": "C10H11FOS",
  "method": "wB97M-V/def2-TZVPD",
  "symbols": ["C", "C", "C", "C", "C", "C", "C", "C", "C", "C", "O", "F", "S", "H", "H", "H", "H", "H", "H", "H", "H", "H", "H", "H"],
  "coordinates": [[1.938, -1.803, 1.582], [1.309, -2.732, 0.768], [1.902, -0.458, 1.256], [0.611, -0.952, -0.719], [0.650, -2.290, -0.366], [1.251, -0.047, 0.108], [2.812, 1.608, -1.299], [-3.755, -0.212, 0.800], [-4.356, 0.924, 0.025], [-2.966, 0.364, -0.052], [1.628, 2.428, 0.928], [0.032, -3.189, -1.156], [1.250, 1.739, -0.303], [2.456, -2.133, 2.469], [1.321, -3.784, 1.002], [2.368, 0.292, 1.878], [0.101, -0.640, -1.616], [2.563, 1.245, -2.285], [3.223, 2.609, -1.360], [3.512, 0.943, -0.805], [-3.945, -0.940, 1.548], [-5.062, 0.712, -0.772], [-4.523, 1.879, 0.512], [-2.015, 0.477, -0.510]],
  "lowdin_charge": [-0.06, 0.00, -0.08, -0.03, -0.27, -0.38, -0.22, -0.05, -0.17, -0.05, -0.53, 0.06, 0.90, 0.11, 0.12, 0.11, 0.12, 0.04, 0.05, 0.05, 0.08, 0.07, 0.07, 0.06],
  "de_lowest_kj_mol": 0.00,
  "e_homo_ev": -9.28,
  "orbital_gap_ev": 9.97,
  "multiplicity": 1,
  "lumo_energy_ev": 0.685,
  "e_tot_ha": -960.802057,
  "total_charge": 0
}

---

[5]
{
  "formula": "C10H11IN3S",
  "method": "wB97M-V/def2-TZVPD",
  "symbols": ["C", "C", "C", "C", "C", "C", "C", "C", "C", "C", "N", "N", "N", "S", "I", "H", "H", "H", "H", "H", "H", "H", "H", "H", "H", "H"],
  "coordinates": [[2.371, -0.207, 1.653], [1.047, 0.214, 1.540], [3.026, -1.006, 0.675], [0.940, -1.124, -0.514], [0.322, -0.335, 0.444], [2.328, -1.471, -0.410], [-1.758, 0.430, 1.602], [-2.665, 1.383, 1.665], [-2.142, 1.674, -1.019], [-1.142, -0.079, 0.335], [-1.317, 0.647, -0.834], [2.684, -2.424, -1.343], [-2.114, 2.188, -2.272], [-3.135, 2.390, 0.223], [-2.416, -1.997, 0.000], [3.026, 0.149, 2.431], [0.433, 0.742, 2.144], [3.967, -1.409, 0.747], [0.542, -1.704, -1.344], [-1.449, -0.062, 2.552], [-3.291, 1.784, 2.433], [-0.744, 0.581, -1.643], [3.549, -2.849, -1.211], [2.332, -2.397, -2.295], [-1.540, 1.995, -3.046], [-2.852, 2.886, -2.514]],
  "lowdin_charge": [-0.02, -0.01, -0.01, -0.02, -0.24, -0.30, -0.23, -0.31, -0.57, -0.68, 0.04, 0.12, 0.15, 1.08, 0.81, 0.11, 0.06, 0.09, 0.10, 0.15, 0.07, 0.15, 0.08, 0.11, 0.12, 0.15],
  "de_lowest_kj_mol": 0.00,
  "e_homo_ev": -11.20,
  "orbital_gap_ev": 7.20,
  "multiplicity": 1,
  "lumo_energy_ev": -3.994,
  "e_tot_ha": -1247.527506,
  "total_charge": 1
}

---

[6]
{
  "formula": "C10H11N",
  "method": "wB97M-V/def2-TZVPD",
  "symbols": ["C", "C", "C", "C", "C", "C", "C", "C", "N", "H", "H", "H", "H", "H", "H", "H", "C", "C", "H", "H", "H", "H"],
  "coordinates": [[-2.847, -0.642, -0.652], [-1.943, 0.198, -0.327], [-0.785, 1.006, -0.310], [-0.045, 1.045, -1.506], [1.183, 1.653, -1.422], [1.684, 2.275, -0.272], [0.898, 2.183, 0.892], [-0.322, 1.480, 0.915], [-3.052, -0.251, 0.690], [-3.409, -1.376, -1.246], [-0.192, 0.555, -2.444], [1.836, 1.705, -2.257], [2.589, 2.750, -0.296], [1.248, 2.668, 1.868], [-1.034, 1.127, 1.739], [-2.607, -0.946, 1.324], [1.580, -2.228, 0.206], [0.687, -2.921, 0.871], [2.485, -2.823, -0.204], [1.579, -1.127, 0.032], [0.530, -3.963, 0.963], [-0.062, -2.369, 1.437]],
  "lowdin_charge": [-0.08, -0.15, -0.23, -0.02, -0.10, -0.07, -0.07, -0.03, 0.02, 0.11, 0.12, 0.09, 0.07, 0.12, 0.14, 0.06, -0.08, -0.10, 0.08, 0.05, 0.03, 0.04],
  "de_lowest_kj_mol": 462.14,
  "e_homo_ev": -7.77,
  "orbital_gap_ev": 8.18,
  "multiplicity": 1,
  "lumo_energy_ev": 0.412,
  "e_tot_ha": -442.211939,
  "total_charge": 0
}

---

[7]
{
  "formula": "C10H11N2",
  "method": "wB97M-V/def2-TZVPD",
  "symbols": ["C", "C", "C", "C", "C", "C", "C", "C", "C", "C", "N", "N", "H", "H", "H", "H", "H", "H", "H", "H", "H", "H", "H"],
  "coordinates": [[-0.085, -1.746, 2.664], [0.353, -2.929, 1.885], [-0.478, -0.607, 2.064], [0.882, -3.110, 0.745], [-1.283, 1.003, 0.246], [-0.353, 1.323, -1.843], [1.094, 0.716, 0.652], [-0.298, 0.043, 0.695], [0.767, -0.166, -0.449], [-0.431, 2.222, -3.024], [-1.254, 1.625, -0.888], [0.426, 0.266, -1.723], [-0.149, -1.906, 3.652], [0.137, -3.854, 2.561], [-0.933, 0.240, 2.660], [1.178, -3.845, 0.025], [-2.194, 1.265, 0.706], [1.266, 1.861, 0.453], [1.783, 0.557, 1.424], [0.164, 1.788, -3.866], [-0.209, 3.143, -2.723], [-1.472, 2.182, -3.521], [1.088, -0.070, -2.396]],
  "lowdin_charge": [-0.06, -0.20, -0.02, 0.17, 0.00, -0.29, -0.01, -0.25, -0.03, 0.04, 0.16, 0.18, 0.07, 0.15, 0.14, 0.05, 0.14, 0.18, 0.11, 0.11, 0.05, 0.15, 0.18],
  "de_lowest_kj_mol": 808.63,
  "e_homo_ev": [-12.56, -11.92],
  "orbital_gap_ev": [7.71, 6.52],
  "multiplicity": 1,
  "lumo_energy_ev": [-4.855, -5.395],
  "e_tot_ha": -496.620649,
  "total_charge": 1
}

---

[8]
{
  "formula": "C10H11N2O2",
  "method": "wB97M-V/def2-TZVPD",
  "symbols": ["C", "O", "C", "O", "N", "C", "N", "C", "C", "C", "C", "C", "C", "C", "H", "H", "H", "H", "H", "H", "H", "H", "H", "H", "H"],
  "coordinates": [[2.949, 1.631, 0.174], [1.635, 1.164, -0.288], [1.418, 0.050, -0.903], [1.961, -0.930, -1.258], [-0.065, 0.095, -1.250], [-0.426, -0.828, -2.344], [-0.609, 1.377, -1.451], [-1.252, 1.705, -0.407], [-1.376, 0.694, 0.614], [-2.231, 0.544, 1.668], [-2.079, -0.673, 2.366], [-1.251, -1.666, 1.908], [-0.659, -1.586, 0.611], [-0.637, -0.338, 0.027], [2.974, 1.756, 1.375], [2.972, 2.734, -0.291], [3.905, 1.032, -0.064], [-0.329, -0.298, -3.285], [0.215, -1.727, -2.371], [-1.367, -1.105, -2.200], [-1.649, 2.771, -0.364], [-3.015, 1.304, 1.755], [-2.813, -0.888, 3.209], [-1.145, -2.600, 2.496], [-0.167, -2.472, 0.141]],
  "lowdin_charge": [0.01, 0.01, -0.47, 0.22, -0.14, 0.07, 0.16, -0.01, -0.14, 0.02, -0.05, -0.03, 0.04, -0.16, 0.14, 0.14, 0.12, 0.13, 0.13, 0.07, 0.17, 0.14, 0.15, 0.13, 0.15],
  "de_lowest_kj_mol": 200.32,
  "e_homo_ev": -13.60,
  "orbital_gap_ev": 9.66,
  "multiplicity": 1,
  "lumo_energy_ev": -3.945,
  "e_tot_ha": -647.303903,
  "total_charge": 1
}

---

[9]
{
  "formula": "C10H11N2O2",
  "method": "wB97M-V/def2-TZVPD",
  "symbols": ["O", "N", "C", "N", "C", "O", "C", "C", "C", "C", "C", "C", "C", "C", "H", "H", "H", "H", "H", "H", "H", "H", "H", "H", "H"],
  "coordinates": [[0.463, 2.271, 2.424], [1.086, 1.285, 1.665], [1.605, 0.225, 2.116], [2.356, -0.429, 1.235], [2.308, 0.288, -0.062], [3.347, 0.173, -0.867], [0.798, 0.361, -0.708], [-0.754, -0.215, -0.629], [-0.880, -1.612, -0.936], [-2.135, -2.123, -1.020], [-3.259, -1.244, -1.109], [-3.063, 0.113, -0.958], [-1.796, 0.654, -0.629], [1.327, 1.421, 0.256], [1.092, 2.587, 3.064], [1.259, -0.231, 3.103], [2.565, -1.406, 1.461], [3.380, -0.793, -1.212], [0.880, 0.588, -1.777], [0.092, -2.028, -1.103], [-2.233, -3.182, -1.174], [-4.289, -1.505, -1.532], [-3.842, 0.795, -1.102], [-1.825, 1.674, -0.431], [1.518, 2.336, -0.076]],
  "lowdin_charge": [0.13, -0.05, -0.04, 0.19, -0.37, 0.10, 0.01, -0.16, -0.05, -0.07, -0.05, -0.07, -0.04, -0.05, 0.13, 0.21, 0.18, 0.19, 0.15, 0.10, 0.10, 0.14, 0.09, 0.10, 0.13],
  "de_lowest_kj_mol": 385.63,
  "e_homo_ev": -12.28,
  "orbital_gap_ev": 8.68,
  "multiplicity": 1,
  "lumo_energy_ev": -3.602,
  "e_tot_ha": -647.233324,
  "total_charge": 1
}

---

[10]
{
  "formula": "C10H11N2P",
  "method": "wB97M-V/def2-TZVPD",
  "symbols": ["C", "C", "C", "C", "C", "C", "C", "C", "C", "C", "N", "N", "P", "H", "H", "H", "H", "H", "H", "H", "H", "H", "H", "H"],
  "coordinates": [[-1.886, -0.071, 3.753], [-1.691, -1.364, 3.413], [-1.743, 0.968, 2.806], [-1.411, -1.654, 2.035], [-1.344, 0.706, 1.507], [-1.215, -0.651, 1.126], [0.764, 0.693, -2.347], [1.442, -0.218, -1.632], [1.475, 1.643, -3.358], [2.631, -1.090, -1.800], [-0.614, 1.032, -2.114], [-1.299, 0.407, -1.292], [-0.828, -0.936, -0.630], [-2.061, 0.152, 4.860], [-1.939, -2.138, 4.124], [-1.673, 2.083, 3.060], [-1.379, -2.707, 1.761], [-0.935, 1.535, 0.883], [1.601, 1.039, -4.228], [2.431, 1.987, -2.841], [0.841, 2.536, -3.538], [2.269, -2.026, -1.944], [3.259, -1.215, -0.948], [3.305, -0.714, -2.658]],
  "lowdin_charge": [-0.11, -0.09, -0.09, -0.11, -0.12, -0.45, -0.39, -0.10, -0.05, -0.11, -0.04, -0.34, 1.02, 0.13, 0.10, 0.13, 0.10, 0.11, 0.05, 0.09, 0.07, 0.03, 0.06, 0.11],
  "de_lowest_kj_mol": 290.80,
  "e_homo_ev": [-8.12, -8.12],
  "orbital_gap_ev": [7.81, 7.81],
  "multiplicity": 1,
  "lumo_energy_ev": [-0.315, -0.314],
  "e_tot_ha": -838.346224,
  "total_charge": 0
}